Molecular formula: C4H13ClOSi2
Method: DFT, wB97M-V/def2-TZVPD

Geometry as XYZ:
```
21
Properties=species:S:1:pos:R:3
C -2.618 1.876 -1.238
C 2.392 1.046 0.430
C 0.782 -0.931 -1.347
C 1.329 -1.961 1.509
O -0.309 0.317 1.068
Si -3.426 0.541 -0.548
Si 1.041 -0.363 0.463
Cl -3.318 -0.030 1.433
H -1.808 2.505 -0.777
H -0.882 1.070 0.803
H -2.506 2.040 -2.299
H 2.338 1.467 1.434
H 3.342 0.614 0.214
H 2.141 1.765 -0.326
H 1.004 -1.991 -1.545
H -0.253 -0.689 -1.720
H 1.459 -0.345 -1.907
H 2.195 -2.548 1.462
H 1.179 -1.697 2.532
H 0.508 -2.573 1.348
H -4.589 -0.114 -0.988
```

Output
**HOMO-LUMO gap (spin up / spin down)**: 6.4 / 7.4 eV
**LUMO (spin up / spin down)**: 0.53 / -2.45 eV
**Spin multiplicity**: 3

=====

Molecular formula: C4H13N
Method: DFT, wB97M-V/def2-TZVPD

Geometry as XYZ:
```
18
Properties=species:S:1:pos:R:3
C -0.134 0.298 -1.351
C -0.329 1.561 -0.469
C 0.263 2.828 -1.125
H 0.350 0.543 -2.293
H -1.095 -0.217 -1.403
H 0.511 -0.454 -0.906
H 0.099 1.372 0.508
H -1.392 1.763 -0.339
H 0.377 2.687 -2.187
H -0.419 3.669 -1.015
H 1.240 3.111 -0.737
C 0.609 -2.058 1.901
N -0.359 -2.507 0.897
H 1.063 -1.177 1.552
H 1.461 -2.735 1.964
H 0.159 -1.853 2.870
H -1.062 -3.108 1.296
H -0.770 -1.700 0.461
```

Output
**HOMO-LUMO gap**: 10.3 eV
**LUMO**: 1.12 eV
**Spin multiplicity**: 1

=====

Molecular formula: C4H13N
Method: DFT, wB97M-V/def2-TZVPD

Geometry as XYZ:
```
18
Properties=species:S:1:pos:R:3
C -2.497 1.717 1.121
C -1.252 0.985 0.619
C -0.145 1.971 0.174
H -2.239 2.298 2.003
H -3.297 1.031 1.378
H -2.839 2.452 0.399
H -1.549 0.362 -0.221
H -0.903 0.348 1.426
H -0.373 2.973 0.517
H 0.821 1.617 0.526
H -0.055 1.964 -0.913
C 1.945 -3.025 -1.285
N 2.212 -1.647 -0.897
H 0.941 -3.107 -1.699
H 1.954 -3.749 -0.462
H 2.643 -3.299 -2.067
H 3.101 -1.554 -0.420
H 1.534 -1.337 -0.199
```

Output
**HOMO-LUMO gap**: 10.4 eV
**LUMO**: 1.02 eV
**Spin multiplicity**: 1

=====

Molecular formula: C4H13N2
Method: DFT, wB97M-V/def2-TZVPD

Geometry as XYZ:
```
19
Properties=species:S:1:pos:R:3
C 0.177 0.503 1.469
N -0.489 1.761 1.784
C -0.174 0.002 0.077
N -0.384 1.222 -0.778
C 0.195 -1.927 -1.567
C 0.721 -1.119 -0.390
H 1.272 0.705 1.602
H -0.173 -0.385 2.045
H 0.177 2.504 2.184
H -1.320 1.569 2.362
H -1.328 -0.304 0.164
H 0.475 1.375 -1.320
H -0.632 2.080 -0.069
H -1.116 1.084 -1.490
H 0.710 -2.800 -1.890
H -0.780 -2.522 -1.421
H 0.145 -1.184 -2.470
H 1.681 -0.676 -0.714
H 0.843 -1.890 0.423
```

Output
**HOMO-LUMO gap (spin up / spin down)**: 4.0 / 11.0 eV
**LUMO (spin up / spin down)**: 0.95 / 0.62 eV
**Spin multiplicity**: 2

=====

Molecular formula: C4H13N2
Method: DFT, wB97M-V/def2-TZVPD

Geometry as XYZ:
```
19
Properties=species:S:1:pos:R:3
C -1.276 0.868 1.613
C 0.727 2.079 1.228
N 0.005 1.088 0.934
H -1.262 -0.102 2.105
H -2.072 0.869 0.870
H -1.466 1.645 2.347
H 0.443 2.802 1.986
H 1.670 2.222 0.714
H 0.384 0.184 0.062
C 0.212 -2.038 -0.322
N 0.693 -0.723 -0.779
C 0.111 -0.335 -2.079
H 0.706 -2.320 0.602
H -0.862 -1.982 -0.152
H 0.402 -2.804 -1.073
H 1.706 -0.757 -0.863
H 0.393 -1.034 -2.863
H 0.456 0.661 -2.349
H -0.971 -0.322 -1.981
```

Output
**HOMO-LUMO gap**: 11.4 eV
**Total charge**: +1
**LUMO**: -3.33 eV
**Spin multiplicity**: 1

=====

Molecular formula: C4H13N2
Method: DFT, wB97M-V/def2-TZVPD

Geometry as XYZ:
```
19
Properties=species:S:1:pos:R:3
N 1.940 0.571 0.583
C 1.412 0.412 -0.744
C 0.011 1.003 -0.872
C -1.051 0.730 0.186
C -1.723 -0.630 0.068
N -0.764 -1.706 0.613
H 2.607 1.310 0.697
H 2.390 -0.252 0.960
H 2.009 0.939 -1.486
H 1.361 -0.658 -0.947
H -0.339 0.770 -1.886
H 0.051 2.093 -0.913
H -0.655 0.753 1.183
H -1.838 1.449 0.115
H -2.625 -0.785 0.652
H -1.971 -0.963 -0.901
H -0.830 -1.783 1.630
H 0.194 -1.495 0.342
H -1.008 -2.643 0.284
```

Output
**HOMO-LUMO gap**: 9.5 eV
**Total charge**: +1
**LUMO**: -3.59 eV
**Spin multiplicity**: 1